ORCA calculation (the ωB97M-V functional and the def2-TZVPD basis) on a 2-piece molecular cluster, C4H13NO overall at a distorted geometry.

Structure (XYZ):
```
19
C4H13NO (the ωB97M-V functional and the def2-TZVPD basis)
O -5.0556 3.0700 3.3838
N 1.5254 -0.9736 -2.6660
C 0.5294 -0.6210 -1.6562
C 1.1904 -0.3776 -0.2905
C 1.4068 -1.7078 0.4765
C 0.4489 0.6037 0.6590
H 0.4370 -2.1365 0.7409
H 1.8701 -2.3909 -0.2357
H 1.9613 -1.5122 1.3880
H 0.8599 0.5781 1.6619
H 1.5493 -0.3754 -3.4743
H -5.0006 3.9994 3.6230
H -0.0425 0.2819 -1.8839
H -0.1830 -1.4429 -1.5307
H 0.5628 1.6437 0.3384
H -5.0113 2.9876 2.4452
H 2.1917 0.0033 -0.5132
H -0.5851 0.2964 0.5099
H 1.3451 -1.9261 -2.9759
```

The orbital gap is 0.37433 Ha. As for the SMILES: CC(C)CN.O. The value obtained for the highest occupied orbital energy is -9.25 eV. As for the energy above the lowest of the compared OMol25 structures with the same formula, charge and spin: 59.4 kJ/mol.

These are the natural (NBO) partial charges, in e, on atoms 1 to 2: O -0.9417; N -0.8507

---

ORCA calculation (the ωB97M-V functional and the def2-TZVPD basis) on a single C20H23N3O2 molecule at a distorted geometry.

Structure (XYZ):
```
48
C20H23N3O2 (the ωB97M-V functional and the def2-TZVPD basis)
O -4.7142 -0.5373 1.4877
O -2.3101 -2.1907 1.2201
N -2.7532 2.3177 0.7080
N 1.1080 1.5520 -0.2794
N -3.6188 1.3952 1.2621
C -1.4967 2.1493 0.7139
C -3.0315 0.1733 -1.4212
C 4.6200 0.0784 1.5707
C 3.5712 -1.0285 -0.7364
C -3.0176 -0.4593 -0.1879
C 0.2995 0.4848 0.2814
C 3.6931 0.7820 0.8246
C -3.8338 0.0914 0.9357
C -1.7071 -2.2452 -1.1380
C -2.3385 -1.6795 -0.0347
C -1.7140 -3.4470 1.4291
C -0.6642 3.1912 0.0371
C 3.1596 0.2345 -0.3363
C -2.3882 -0.3904 -2.5106
C -1.7387 -1.6023 -2.3648
C 0.2672 2.5098 -0.9690
C 4.5049 -1.7314 0.0064
C 5.0304 -1.1801 1.1615
C -0.6841 1.0408 1.3128
C 2.1558 1.0204 -1.1356
H -1.1859 -3.1852 -1.0500
H 2.6654 1.8710 -1.6013
H -4.3497 1.8321 1.8118
H 0.9066 3.2620 -1.4379
H 3.3638 1.7614 1.1366
H -1.8632 -3.6685 2.4844
H 5.0275 0.5121 2.4722
H -1.3045 3.9189 -0.4592
H -0.2566 -0.0443 -0.5114
H 1.7407 0.3912 -1.9441
H -0.3382 2.0282 -1.7591
H 3.1599 -1.4651 -1.6360
H -0.6402 -3.4228 1.2121
H -0.0529 3.7005 0.7846
H -1.3078 0.2415 1.7118
H 5.7570 -1.7293 1.7420
H -3.5597 1.1096 -1.5271
H 4.8198 -2.7130 -0.3168
H -0.1075 1.4746 2.1350
H -2.4047 0.1091 -3.4673
H 0.9670 -0.2319 0.7666
H -1.2434 -2.0567 -3.2105
H -2.1925 -4.2246 0.8262
```

The orbital gap is 0.34139 Ha. As for the SMILES: COc1ccccc1C(=O)NN=C1CCN(Cc2ccccc2)CC1. The value obtained for the highest occupied orbital energy is -8.65 eV. As for the energy above the lowest of the compared OMol25 structures with the same formula, charge and spin: 264.3 kJ/mol.

These are the natural (NBO) partial charges, in e, on atoms 1 to 2: O -0.5915; O -0.4993

---

ORCA calculation (the ωB97M-V functional and the def2-TZVPD basis) on C67H52GeLiOP2S as an isolated structure at a distorted geometry.

Structure (XYZ):
```
125
C67H52GeLiOP2S (the ωB97M-V functional and the def2-TZVPD basis)
Ge -0.9103 0.0913 3.1186
S 1.4669 0.2505 -1.2941
P -0.9150 -2.5908 -1.4007
P -0.4770 2.3195 -1.0487
O 0.3090 0.0676 -2.2245
C -2.3812 -5.6130 1.7508
C 2.9123 -4.0939 -1.3421
C -1.2131 3.5167 0.1296
C -1.1089 4.3004 2.4050
C 4.1480 -3.7050 -0.7092
C 3.7814 1.0412 -2.6719
C 1.8453 -2.4757 -2.0589
C 0.8623 0.9362 3.5085
C -2.2490 5.0602 2.1969
C -2.9387 1.9635 -2.2091
C 2.5492 1.4022 -2.1738
C 2.9900 -3.1884 -2.7450
C -3.5921 2.5700 -4.4344
C -0.6028 3.5255 1.3812
C 0.5935 -3.3212 -2.0128
C -3.8052 2.6469 5.1444
C 0.7572 4.7031 -1.7338
C -3.9040 2.0300 -3.1951
C 0.9167 3.3223 -1.6969
C -2.6367 -3.5607 0.5407
C 5.2010 -4.6188 -1.2667
C -2.8619 5.0570 0.9563
C 1.5946 -3.5807 -0.9467
C -1.9241 -3.6052 4.9964
C -2.6066 2.0324 4.8204
C 3.3890 -1.3663 -0.4343
C 3.0971 3.6735 -2.6441
C -4.1226 -3.2162 -4.6730
C -2.3490 4.2901 -0.0756
C -3.7490 0.6304 3.2890
C -1.5367 -3.8737 -0.2524
C -2.5482 1.0217 3.8711
C 2.1431 2.7604 -2.1520
C -2.3087 3.0265 -4.6805
C -4.9507 1.2311 3.6037
C -3.0605 -4.4258 1.5305
C -1.9521 -2.4126 4.2982
C -2.6302 -4.1400 -3.0355
C -2.1089 -2.8744 -2.7716
C 1.9628 0.3363 2.9047
C 3.4556 1.8830 3.9624
C -1.6551 2.4601 -2.4356
C 3.1549 -4.6398 -2.6929
C -1.3427 2.9722 -3.6895
C -0.8975 -5.0917 -0.0592
C 4.2900 -2.4381 -0.1911
C -2.5995 -1.7858 -3.4867
C 4.6968 1.9754 -3.1788
C 4.6369 -5.0190 -2.6809
C -1.3048 -5.9466 0.9480
C 4.3544 3.3010 -3.1523
C 0.3972 -3.2656 5.4553
C 1.7391 5.5861 -2.1962
C -0.7464 -4.0342 5.5823
C 3.2472 0.7928 3.1342
C -4.9811 2.2596 4.5282
C -0.8180 -1.6229 4.1724
C -3.5920 -1.9573 -4.4375
C -1.1896 -0.0726 1.2224
C -3.6340 -4.3076 -3.9724
C 2.3412 -1.2931 -1.3285
C 0.3573 -2.0714 4.7579
C 1.0925 2.0267 4.3339
C 2.3724 2.5048 4.5561
C 2.9173 5.0656 -2.6650
C 4.1610 5.7160 -3.2084
C 5.0962 4.5389 -3.5802
Li -0.8041 -0.2596 -0.7216
H -2.8760 -2.0819 3.8445
H 4.0897 0.2934 2.6752
H -3.8252 3.4380 5.8830
H 1.3233 -3.5981 5.9065
H -3.7501 5.6514 0.7890
H 0.2590 2.5177 4.8148
H -3.1702 1.5349 -1.2398
H -2.2405 -4.9966 -2.5039
H -0.7680 -6.8708 1.1126
H -2.1837 -0.8016 -3.3044
H -2.8386 4.2912 -1.0406
H 4.4580 2.2431 4.1474
H 5.1885 -4.5019 -3.4721
H -2.6825 -6.2689 2.5548
H -2.2637 -0.3267 1.1720
H -3.1459 -2.6157 0.3944
H -5.8613 0.9027 3.1202
H -0.6261 4.3029 3.3707
H -5.9152 2.7496 4.7667
H -4.9028 1.6619 -3.0031
H 3.6385 -0.4282 0.0522
H -3.9078 -4.1674 2.1517
H 1.7981 -0.5085 2.2466
H -0.1779 5.1233 -1.3872
H 1.5523 6.6522 -2.1876
H -2.0592 3.4334 -5.6515
H -4.0441 -5.2937 -4.1519
H -2.8218 -4.2025 5.0881
H -3.9664 -1.1052 -4.9907
H 6.1821 -4.1414 -1.3395
H -4.9126 -3.3510 -5.4006
H -0.3441 3.3303 -3.8961
H 0.2678 2.9017 1.5433
H 3.9380 6.3461 -4.0732
H 4.7537 -6.0934 -2.8385
H -4.3480 2.6323 -5.2057
H 6.0619 4.6103 -3.0750
H 5.6491 1.6406 -3.5659
H -0.7202 -4.9635 6.1350
H -1.7090 2.3496 5.3322
H -3.7411 -0.1658 2.5572
H 4.6150 6.3527 -2.4452
H -2.6643 5.6483 3.0026
H 4.0489 -0.0056 -2.6676
H 3.8251 -2.5495 -3.0408
H 5.2919 4.5178 -4.6547
H 2.5247 3.3592 5.2027
H 1.4625 -3.3296 0.1032
H 5.2174 -2.1793 0.3090
H -0.0592 -5.3517 -0.6859
H 1.2565 -1.4757 4.6739
H 5.3058 -5.5260 -0.6637
```

The orbital gap (alpha / beta) is 0.19007 / 0.19333 Ha. Its total charge is -1. The value obtained for the highest occupied orbital energy (alpha / beta) is -3.17 / -3.31 eV. As for the energy above the lowest of the compared OMol25 structures with the same formula, charge and spin: 823.8 kJ/mol.

These are the Löwdin partial charges, in e, on atoms 1 to 2: Ge 0.8937; S 0.9139

---

ORCA calculation (the ωB97M-V functional and the def2-TZVPD basis) on C29H20F5GeN2NaO2S as an isolated structure.

Structure (XYZ):
```
61
C29H20F5GeN2NaO2S (the ωB97M-V functional and the def2-TZVPD basis)
Ge 1.4716 1.1014 0.5184
S 0.9439 -1.6161 3.1675
Na -0.8082 -0.6211 1.4002
F -2.0265 -2.3146 2.5579
F 0.1504 -5.4755 6.3928
F -3.4845 -4.2133 3.6873
F -2.4383 -5.8334 5.6217
F 1.6555 -3.5716 5.2860
O -2.3881 2.9084 1.7195
O -1.7935 0.2462 -0.2712
N -1.8808 1.8586 1.2837
N -2.3936 1.3271 0.2144
C 1.3920 2.3595 -1.0030
C 1.4519 4.0792 -3.2148
C 4.4530 -1.8984 0.2208
C -5.5051 2.8216 -2.1933
C -0.0874 -2.8329 3.8588
C 2.1590 -1.2042 -1.2304
C 2.5946 -3.0463 -2.7793
C 2.5367 -0.4367 -0.0866
C 0.2604 3.8310 -2.5505
C 4.1270 -2.6174 -0.8915
C 2.5844 2.6138 -1.6853
C 3.6531 -0.8071 0.6191
C 0.2335 2.9788 -1.4552
C -3.4661 1.8676 -0.5533
C 0.9786 -0.9287 -1.9625
C -5.5139 3.0883 -0.8340
C -1.4247 -3.0681 3.5138
C -3.4662 1.5774 -1.9176
C -1.6881 -4.8729 5.0574
C -2.2128 -4.0502 4.0791
C 1.4542 -2.7489 -3.4714
C 0.3926 -3.6951 4.8580
C 2.6194 3.4669 -2.7787
C 2.9700 -2.2926 -1.6425
C -0.3736 -4.6838 5.4430
C 0.6348 -1.6841 -3.0501
C -4.5013 2.6252 -0.0064
C 2.3467 1.9364 2.0768
C -4.4747 2.0621 -2.7305
H 1.1709 -3.3366 -4.3358
H 3.9360 -0.2593 1.5108
H 3.5558 3.6482 -3.2926
H 3.5030 2.1288 -1.3690
H 2.4196 1.2227 2.8964
H 3.3465 2.2920 1.8150
H -4.4566 1.8409 -3.7904
H -0.7062 2.7991 -0.9506
H 1.7509 2.7871 2.4032
H 3.2264 -3.8732 -3.0839
H -2.6652 0.9646 -2.3040
H 1.4705 4.7430 -4.0705
H -6.3178 3.6715 -0.4023
H -0.2818 -1.4655 -3.5835
H 4.7354 -3.4564 -1.2099
H 0.3153 -0.1304 -1.6421
H -4.5098 2.8492 1.0459
H -0.6580 4.3001 -2.8817
H 5.3255 -2.1608 0.8061
H -6.2962 3.1985 -2.8291
```

The orbital gap (alpha / beta) is 0.25516 / 0.23939 Ha. As for the multiplicity: 2. Its total charge is -1. The value obtained for the highest occupied orbital energy (alpha / beta) is -4.66 / -4.77 eV.

These are the natural (NBO) partial charges, in e, on atoms 1 to 2: Ge 1.2346; S -0.4832

---

ORCA calculation (the ωB97M-V functional and the def2-TZVPD basis) on C6H11BBrClNO5 as an isolated structure at a distorted geometry.

Structure (XYZ):
```
26
C6H11BBrClNO5 (the ωB97M-V functional and the def2-TZVPD basis)
Br 6.0500 3.0450 0.6048
Cl -2.9849 -1.8987 -1.1338
O -1.0752 -2.3039 1.3522
O -4.5016 0.1465 1.2926
O 3.5152 -0.7796 -1.0919
O -1.7319 -0.2873 0.6938
O 2.2250 0.4184 0.3190
N -4.8540 1.0512 -1.0426
C 0.4875 -1.3445 -0.0945
C -0.8372 -1.3581 0.6903
C 3.3850 0.1835 -0.3942
C 1.6586 -0.7940 0.8137
C -2.6248 -0.2710 -0.4213
C 4.5445 1.2313 -0.3260
B -4.0613 0.3401 0.0034
H -5.3587 0.5812 1.4204
H 2.4479 -1.5520 0.9633
H 0.4304 -0.8030 -1.0562
H 4.3948 1.9728 0.5205
H -5.1948 1.9186 -0.6194
H -5.7060 0.5257 -1.2544
H -2.2177 0.4332 -1.1804
H 1.2297 -0.5893 1.8180
H 5.5327 0.7575 -0.2858
H 4.5008 1.7767 -1.2888
H 0.7460 -2.4003 -0.3026
```

The orbital gap is 0.16666 Ha. Its total charge is -1. The value obtained for the highest occupied orbital energy is -3.01 eV.

These are the natural (NBO) partial charges, in e, on atoms 1 to 2: Br -0.9038; Cl -0.0598

---

| no. | total energy (eV) | molar mass (g mol⁻¹) |
| --- | --- | --- |
| 1 | -7896.0457 | 91.15 |
| 2 | -29677.7393 | 337.42 |
| 3 | -158495.2608 | 1046.72 |
| 4 | -122826.5201 | 651.15 |
| 5 | -101371.7002 | 303.33 |